C4H8N2 | the ωB97M-V functional and the def2-TZVPD basis

Geometry as XYZ:
```
14
Properties=species:S:1:pos:R:3:forces:R:3
C -1.9203 -0.4448 0.2865 -1.831 -1.366 1.005
C 0.3033 0.7333 0.1228 -0.164 -3.436 0.508
C 1.2700 -0.3760 -0.5408 0.808 1.888 0.238
C 2.6646 -0.1326 -0.1009 -1.276 0.503 -0.420
H -1.4462 -1.5251 0.2636 -0.884 2.248 0.446
H -2.4541 -0.1595 1.4277 2.078 -0.805 -2.856
H -2.8565 -0.5197 -0.3701 1.285 -0.055 0.867
H -1.6582 1.3322 -0.4703 0.448 1.111 -0.140
H 0.4212 0.3853 1.1787 -0.397 1.179 -0.240
H 0.6775 1.7095 -0.0580 0.244 0.793 -0.078
H 1.2340 -0.3126 -1.6304 -0.195 -0.478 0.157
H 1.1477 -1.3478 -0.1002 -1.083 -0.666 -0.380
N -1.0638 0.5419 -0.3622 -0.004 -0.997 0.618
N 3.6810 0.1160 0.3536 0.970 0.082 0.275
```
Positions in Å, forces in eV/Å.

Net charge = 0
SMILES = CNCCC#N
LUMO level = 0.032 Ha
HOMO level = -0.3380 Ha
Orbital gap = 10.055 eV



C4H8N2 | the ωB97M-V functional and the def2-TZVPD basis

Geometry as XYZ:
```
14
Properties=species:S:1:pos:R:3:forces:R:3
C -0.5762 0.3568 0.5285 2.768 1.762 1.549
C 0.3192 -1.8492 -0.2462 0.962 0.146 -0.110
C -0.9915 1.6108 -0.2194 -0.210 0.031 -0.321
N 0.4991 -0.3838 -0.1683 -0.833 -0.123 -0.012
C 1.7134 0.1712 0.0789 0.897 -1.252 -2.193
N 2.8176 0.5214 -0.0663 -1.150 -0.041 0.955
H -1.4537 -0.2714 0.7110 0.573 -0.008 0.544
H 0.1482 0.7304 1.4184 -3.134 -0.687 -0.642
H 0.7684 -2.3400 0.6215 -0.054 -0.097 -0.032
H 0.8019 -2.2245 -1.1546 -0.065 0.017 0.200
H -0.7393 -2.1204 -0.2830 0.171 0.421 -0.041
H -1.4697 1.3554 -1.1728 0.073 0.060 0.131
H -1.7041 2.1868 0.3789 0.067 -0.092 -0.046
H -0.1335 2.2566 -0.4266 -0.065 -0.139 0.020
```
Positions in Å, forces in eV/Å.

Net charge = 0
SMILES = CCN(C)C#N
LUMO level = 0.029 Ha
HOMO level = -0.3389 Ha
Orbital gap = 10.014 eV



C4H8N2 | the ωB97M-V functional and the def2-TZVPD basis

Geometry as XYZ:
```
14
Properties=species:S:1:pos:R:3:forces:R:3
C 0.9169 1.6095 -0.3707 -0.052 -0.126 -0.012
C 0.1667 0.6848 0.6240 -0.174 -0.012 0.022
C 0.0104 -0.8173 0.1973 0.050 0.137 -0.175
N -1.0018 -1.6557 0.9114 0.197 0.290 0.064
C -0.3898 -0.8962 -1.2158 -0.498 -0.063 -1.243
N -0.9113 -1.0385 -2.2395 0.662 0.225 0.754
H 0.4816 1.5876 -1.3764 0.010 -0.106 0.196
H 1.9883 1.3901 -0.4688 -0.259 -0.190 0.098
H 0.8524 2.6524 -0.0256 -0.053 -0.366 0.021
H 0.6884 0.7446 1.5884 -0.276 -0.276 -0.143
H -0.8309 1.1098 0.7682 -0.004 -0.137 0.054
H 1.0032 -1.2743 0.3191 -0.363 -0.096 -0.067
H -1.9507 -1.3815 0.6348 0.486 0.254 0.176
H -0.9402 -2.6175 0.5573 0.275 0.466 0.255
```
Positions in Å, forces in eV/Å.

Net charge = 0
SMILES = CC[C@@H](N)C#N
LUMO level = 0.035 Ha
HOMO level = -0.3747 Ha
Orbital gap = 11.142 eV



C4H8N2 | the ωB97M-V functional and the def2-TZVPD basis

Geometry as XYZ:
```
14
Properties=species:S:1:pos:R:3:forces:R:3
C -0.8916 -1.1092 -0.6174 -0.146 0.192 -0.244
N -0.2691 -2.4213 -0.3810 0.521 0.381 0.301
C -0.6646 -0.0573 0.4449 0.156 0.020 0.085
C 0.0686 1.0359 0.2970 0.024 -0.321 -0.026
C 0.9391 1.9570 -0.4136 0.116 -0.008 -0.328
N 0.6534 2.0743 1.0426 -0.064 -0.075 0.218
H -1.9622 -1.2889 -0.7585 0.082 0.051 0.026
H -0.5157 -0.7292 -1.5701 -0.013 0.044 0.012
H -0.8195 -2.9756 0.2655 0.197 0.116 0.064
H -1.0921 -0.2282 1.4323 0.159 -0.124 -0.040
H 0.6781 -2.2959 0.0060 -0.742 -0.196 -0.201
H 0.5297 2.7838 -0.9878 -0.040 -0.197 0.005
H 1.9197 1.6256 -0.7491 -0.102 -0.033 0.140
H 1.4197 1.7102 1.6071 -0.147 0.150 -0.011
```
Positions in Å, forces in eV/Å.

Net charge = 0
SMILES = NC/C=C1\CN1
LUMO level = 0.037 Ha
HOMO level = -0.3223 Ha
Orbital gap = 9.768 eV



C4H8N2 | the ωB97M-V functional and the def2-TZVPD basis

Geometry as XYZ:
```
14
Properties=species:S:1:pos:R:3:forces:R:3
C 1.5355 0.2716 0.0294 -0.321 2.172 0.535
N 1.5782 -1.1227 0.3360 -0.345 -0.312 0.011
C 0.4562 -1.0708 -0.5725 -0.920 -2.015 -1.253
C -0.1036 0.2822 -0.4223 3.419 0.359 0.663
C -2.0448 0.1330 0.1825 -2.275 -0.311 0.611
N -0.8764 0.5210 0.7977 0.314 -0.062 -0.570
H 2.2135 0.5578 -0.7744 -0.129 -0.006 0.128
H 1.5405 0.9574 0.8892 0.450 -0.056 -0.089
H 1.2614 -1.2861 1.2932 0.049 0.082 -0.209
H 0.6407 -1.4782 -1.5782 -0.170 0.195 0.482
H -0.3317 0.9430 -1.2476 -0.100 -0.205 -0.249
H -2.1761 -0.9347 0.0353 -0.019 0.242 -0.146
H -2.8506 0.8362 -0.0010 0.015 -0.162 0.095
H -0.8763 1.5052 1.0324 0.032 0.077 -0.011
```
Positions in Å, forces in eV/Å.

Net charge = 0
LUMO level (spin up / spin down) = 0.028 / 0.025 Ha
HOMO level (spin up / spin down) = -0.2535 / -0.2600 Ha
Orbital gap (spin up / spin down) = 7.670 / 7.745 eV



C4H8N2 | the ωB97M-V functional and the def2-TZVPD basis

Geometry as XYZ:
```
14
Properties=species:S:1:pos:R:3:forces:R:3
C 1.8325 0.3485 0.3440 3.095 -2.791 -0.626
C -2.4163 -0.7786 -0.2746 -1.023 1.833 0.605
C 2.4080 -0.7839 -0.4641 1.361 -1.648 2.077
C -2.8675 0.4810 0.2204 1.201 2.202 1.289
N -1.7531 -1.5119 -0.8127 1.370 -2.706 -1.293
N 0.8264 0.9021 -0.0561 -1.396 -1.095 -3.120
H 2.4955 0.4559 1.2127 -0.776 0.799 0.574
H 1.9171 -1.7815 -0.0150 1.731 1.939 -0.689
H 3.5537 -0.6530 -0.3767 -1.620 -1.085 0.202
H 2.2300 -0.8590 -1.4976 -0.824 0.516 -1.289
H -2.0205 0.8541 0.8657 -0.516 -0.240 -0.793
H -3.6690 0.5570 0.9261 -0.915 -0.591 -0.077
H -2.9817 1.2304 -0.5819 -0.090 -0.559 0.250
H 0.4449 1.5390 0.5098 -1.598 3.427 2.889
```
Positions in Å, forces in eV/Å.

Net charge = 0
SMILES = [H]/N=C/C.CC#N
LUMO level = 0.028 Ha
HOMO level = -0.3592 Ha
Orbital gap = 10.535 eV



C4H8N2 | the ωB97M-V functional and the def2-TZVPD basis

Geometry as XYZ:
```
14
Properties=species:S:1:pos:R:3:forces:R:3
C 0.0911 -0.0336 -1.1899 0.713 0.962 0.907
C 0.4063 0.7660 -0.1209 -1.143 0.755 -1.962
C -0.6157 1.1880 0.9010 0.269 -0.358 0.104
N -1.0371 -0.7727 -1.3201 -0.157 -0.225 0.204
C 1.3461 -1.1317 0.8742 0.045 -2.467 0.192
N 0.7582 -2.1231 0.6749 0.616 1.302 0.540
H 0.8330 -0.2058 -1.9587 -0.011 0.121 -0.105
H 1.2180 1.4673 -0.2813 0.282 -0.286 0.085
H -1.6230 -0.8327 -0.4995 0.011 -0.064 -0.099
H -0.9505 -1.6471 -1.8167 -0.027 0.088 0.064
H 2.1914 -0.5589 1.2135 -0.391 0.173 -0.123
H -0.1199 1.6651 1.7457 -0.085 -0.021 0.101
H -1.1581 0.3193 1.2793 -0.108 0.040 0.135
H -1.3399 1.8999 0.4986 -0.013 -0.023 -0.043
```
Positions in Å, forces in eV/Å.

Net charge = 0
SMILES = C/C=C\N.C#N
LUMO level = 0.040 Ha
HOMO level = -0.2917 Ha
Orbital gap = 9.035 eV



C4H8N2 | the ωB97M-V functional and the def2-TZVPD basis

Geometry as XYZ:
```
14
Properties=species:S:1:pos:R:3:forces:R:3
C 2.3235 -0.1970 0.8240 -0.200 0.900 1.111
C -2.2577 0.8815 0.0971 -0.877 -2.255 4.383
C -0.4840 0.1157 -1.3828 1.351 -2.999 1.572
C -1.2170 -0.1530 -0.3005 -1.074 4.224 -1.862
N 3.2065 -0.2594 1.7227 -1.772 0.708 0.091
N 3.2959 -1.1089 0.4638 1.780 1.587 -2.811
H 1.3950 0.3277 0.4534 1.248 -0.757 0.609
H -2.7896 1.3431 -0.6496 -0.454 1.438 -2.192
H -2.0147 1.6235 0.9469 -0.072 -1.211 -1.383
H -3.0954 0.2053 0.5171 0.951 1.204 -0.066
H -0.3493 1.0254 -1.9150 -0.431 0.605 -0.241
H 0.2055 -0.7172 -1.5747 0.032 0.518 -0.771
H -1.2905 -1.0443 0.2328 0.543 -1.524 0.529
H 3.0719 -2.0424 0.5649 -1.025 -2.438 1.031
```
Positions in Å, forces in eV/Å.

Net charge = 0
SMILES = C1=NN1.C=CC
LUMO level = 0.033 Ha
HOMO level = -0.3318 Ha
Orbital gap = 9.932 eV



Energy relative to the best compared isomer or geometry (same formula, charge and spin) (computed, kcal per mole): 39.5, 37.0, 11.5, 50.9, 143.7, 49.1, 43.9, 117.8
Max |F| (computed, eV/Å): 3.62, 3.63, 1.34, 0.79, 3.50, 4.76, 2.47, 5.01
Total energy (computed, Eh): -266.65909, -266.66311, -266.70363, -266.64085, -266.49304, -266.64374, -266.65212, -266.53429